1.
Formula: C18H24FNO4
Source: OMol25
Level of theory: ωB97M-V/def2-TZVPD

Output
energy above the lowest of the compared OMol25 structures with the same formula, charge and spin	0.0	kcal/mol
M	337.39	u
charge	0
Kohn-Sham gap	0.3575	Ha

XYZ file:
```
48
Properties=species:S:1:pos:R:3:mulliken_charge:R:1
C -5.72 -0.08 -0.06 -0.6629
O -4.72 -1.06 0.15 -0.3125
C -3.57 -0.90 -0.49 0.8854
O -3.38 -0.06 -1.33 -0.7418
C -2.52 -1.88 -0.01 -0.7478
C -2.00 -1.38 1.35 -0.8683
C -1.94 0.15 1.40 0.7386
O -2.88 0.78 1.86 -0.6929
N -0.84 0.77 0.95 0.5214
C -0.75 2.21 1.16 -0.9122
C 0.69 2.67 1.04 -0.8836
C 1.25 2.37 -0.35 -0.7858
C 0.83 0.98 -0.85 2.5654
C -0.28 1.13 -1.92 -1.4185
O -0.76 -0.12 -2.36 -0.6095
C 1.99 0.23 -1.54 -1.9312
C 3.12 -0.16 -0.64 0.5101
C 4.24 0.65 -0.47 -0.2220
C 5.27 0.29 0.38 -0.8615
C 5.22 -0.91 1.07 -0.4065
C 4.14 -1.75 0.90 -0.7399
C 3.12 -1.37 0.05 0.5640
F 2.08 -2.23 -0.11 -0.3529
C 0.30 0.13 0.31 -2.0510
H -5.45 0.82 0.50 0.2658
H -5.81 0.16 -1.12 0.2980
H -6.65 -0.50 0.32 0.2414
H -2.96 -2.87 0.10 0.4421
H -1.72 -1.92 -0.76 0.3648
H -1.04 -1.83 1.57 0.3209
H -2.72 -1.67 2.12 0.4801
H -1.38 2.73 0.43 0.2804
H -1.16 2.43 2.15 0.6327
H 0.73 3.74 1.23 0.5205
H 1.29 2.18 1.81 0.2895
H 0.90 3.13 -1.05 0.3382
H 2.34 2.44 -0.30 0.2303
H -1.10 1.73 -1.52 0.4302
H 0.14 1.67 -2.78 0.5076
H -1.71 -0.16 -2.16 0.3944
H 2.38 0.87 -2.34 0.5312
H 1.56 -0.66 -2.00 0.5750
H 4.30 1.58 -1.02 0.4654
H 6.12 0.95 0.49 0.4028
H 6.03 -1.19 1.73 0.3779
H 4.08 -2.70 1.41 0.4523
H 0.00 -0.83 -0.08 0.6222
H 1.10 -0.02 1.05 -0.0475
```



2.
Formula: C5H11O2P
Source: OMol25
Level of theory: ωB97M-V/def2-TZVPD

Output
energy above the lowest of the compared OMol25 structures with the same formula, charge and spin	24.8	kcal/mol
M	134.12	u
charge	0
Kohn-Sham gap	0.3819	Ha

XYZ file:
```
19
Properties=species:S:1:pos:R:3:mulliken_charge:R:1
C -1.79 0.21 -0.51 -0.4366
C -0.75 1.26 -0.63 -0.7047
C -1.73 -0.51 0.78 -0.8313
C 0.83 0.55 0.19 -0.0239
C 1.88 0.04 -0.71 -0.7856
O 0.68 -1.09 2.38 -0.7232
O 2.64 -1.00 -0.19 -0.4678
P 0.09 -0.92 1.04 0.5427
H -2.85 0.59 -0.58 0.3177
H -1.89 -0.40 -1.39 0.3357
H -0.55 1.70 -1.63 0.3395
H -0.86 2.12 0.06 0.2836
H -2.01 0.10 1.73 0.2953
H -2.19 -1.40 0.95 0.5254
H 1.20 1.22 1.02 0.3730
H 2.58 0.68 -1.36 0.3591
H 1.19 -0.64 -1.46 0.2159
H 3.38 -0.66 0.35 0.3069
H 0.14 -1.84 -0.05 0.0784
```